{"formula": "C6H12P", "method": "ωB97M-V/def2-TZVPD", "symbols": ["C", "C", "C", "C", "C", "C", "P", "H", "H", "H", "H", "H", "H", "H", "H", "H", "H", "H", "H"], "coordinates": [[1.6297, -0.5005, -0.5433], [2.6869, 0.0962, -0.0718], [3.8016, 0.7485, 0.2867], [-1.1326, -0.1426, 1.6877], [-1.1366, 1.3460, -0.7210], [-1.6530, -1.5197, -0.7936], [-0.6533, -0.2265, -0.0553], [1.6943, -1.2432, -1.2696], [4.5455, 0.3206, 0.8963], [3.7284, 1.7307, -0.0554], [-0.6799, 0.7258, 2.1811], [-1.1706, -1.0732, 2.1613], [-2.0739, 0.3633, 1.7309], [-0.8650, 1.3068, -1.7838], [-0.6212, 2.2053, -0.2570], [-2.2649, 1.4449, -0.6198], [-2.4192, -1.1805, -1.5556], [-2.2692, -2.0309, -0.0162], [-1.1469, -2.3710, -1.2015]], "forces_ev_per_a": [[-1.66, 1.31, 1.55], [0.25, 0.30, 0.86], [-3.47, -1.92, -0.83], [0.43, 2.22, -0.98], [-0.82, 0.52, -0.67], [-2.06, -0.66, -0.19], [2.70, -0.24, 0.74], [-0.39, -0.94, -1.39], [0.71, -0.14, 0.75], [1.01, 1.63, -0.61], [1.29, -0.85, 0.28], [0.29, -1.13, 1.04], [-1.56, -0.47, -0.59], [-0.22, 0.30, 0.13], [-0.24, -0.53, -0.09], [1.36, -0.05, -0.13], [1.15, 0.03, 0.75], [0.41, 0.74, -0.11], [0.84, -0.12, -0.53]], "gap_ev": 8.75, "charge": 1, "e_tot_ha": -576.7939}



{"formula": "C38H34AuF15GeN6S2Si", "method": "ωB97M-V/def2-TZVPD", "symbols": ["Au", "C", "Si", "C", "C", "N", "C", "C", "C", "C", "C", "C", "H", "H", "H", "H", "H", "H", "H", "H", "H", "H", "H", "H", "H", "H", "C", "C", "C", "C", "N", "C", "S", "N", "C", "C", "C", "C", "H", "H", "H", "H", "H", "H", "H", "H", "H", "H", "H", "H", "H", "H", "H", "H", "H", "H", "H", "H", "N", "C", "N", "C", "N", "F", "C", "C", "C", "F", "C", "F", "C", "F", "C", "F", "Ge", "S", "C", "C", "F", "C", "F", "C", "F", "C", "F", "C", "F", "C", "C", "F", "C", "F", "C", "F", "C", "F", "C", "F"], "coordinates": [[1.6278, -1.0608, 0.1061], [4.4001, -3.9830, 1.0837], [4.8029, -2.7813, -0.2705], [6.6652, -2.7336, -0.3960], [4.0912, -3.1945, -1.9342], [4.0731, -1.2524, 0.3143], [4.7422, -0.1477, 0.6930], [5.9280, 0.3007, 0.0461], [6.5561, 1.4540, 0.4552], [6.0675, 2.1732, 1.5460], [4.9232, 1.7439, 2.2113], [4.2526, 0.6206, 1.7814], [4.5340, -5.0083, 0.7344], [3.3806, -3.8854, 1.4480], [5.0780, -3.8161, 1.9234], [7.0029, -3.7711, -0.4626], [7.1279, -2.2935, 0.4889], [7.0407, -2.2095, -1.2741], [4.1229, -4.2746, -2.0881], [4.6725, -2.7213, -2.7273], [3.0518, -2.8820, -2.0274], [6.2946, -0.2487, -0.8058], [7.4393, 1.7982, -0.0665], [6.5842, 3.0636, 1.8788], [4.5463, 2.3032, 3.0573], [3.3709, 0.2622, 2.2959], [-1.4102, 5.3209, 1.4114], [-1.0838, 4.5427, 2.6877], [0.1848, 3.6815, 2.6200], [-0.0263, 2.2876, 2.0455], [-0.3887, 2.3269, 0.6325], [0.3334, 1.9240, -0.4015], [1.9397, 1.2712, -0.2297], [-0.1810, 2.0942, -1.6152], [0.4469, 1.7495, -2.8879], [1.2874, 2.8860, -3.4554], [0.5303, 4.2016, -3.6246], [-0.6404, 4.1105, -4.5992], [-2.1721, 6.0765, 1.6007], [-1.7923, 4.6887, 0.6071], [-0.5235, 5.8306, 1.0304], [-1.9331, 3.9069, 2.9602], [-0.9723, 5.2603, 3.5017], [0.5863, 3.5527, 3.6270], [0.9520, 4.1950, 2.0332], [-0.8284, 1.7666, 2.5715], [0.8712, 1.6797, 2.1357], [-1.3231, 2.6510, 0.4320], [-1.0802, 2.5526, -1.6797], [-0.3648, 1.4818, -3.5648], [1.0572, 0.8625, -2.7313], [1.6683, 2.5572, -4.4260], [2.1507, 3.0354, -2.8026], [1.2328, 4.9623, -3.9691], [0.1717, 4.5455, -2.6495], [-0.3180, 3.7027, -5.5588], [-1.0758, 5.0921, -4.7835], [-1.4425, 3.4717, -4.2237], [-0.2750, -7.2873, 0.2970], [0.4551, -6.3930, 0.3124], [1.3562, -5.4429, 0.3494], [1.2953, -4.2152, 0.1242], [1.3177, -3.0704, -0.1192], [-4.2518, -4.2197, 0.5605], [-4.0586, -3.7621, 1.8046], [-3.4683, -2.5288, 2.0330], [-3.2850, -2.1697, 3.3607], [-2.6795, -1.0150, 3.6716], [-3.6929, -2.9651, 4.4137], [-3.5027, -2.5829, 5.6792], [-4.3023, -4.1793, 4.1452], [-4.7074, -4.9572, 5.1494], [-4.4888, -4.5825, 2.8355], [-5.0784, -5.7502, 2.5787], [-2.6951, -1.3976, 0.6367], [-0.6584, -1.0010, 1.2145], [-3.6487, 0.3489, 0.5829], [-4.4928, 0.8789, 1.5435], [-4.9122, 0.1473, 2.5785], [-4.9719, 2.1813, 1.4896], [-5.7651, 2.6548, 2.4504], [-4.6193, 2.9975, 0.4302], [-5.0623, 4.2534, 0.3684], [-3.8069, 2.4918, -0.5710], [-3.4480, 3.2700, -1.6067], [-3.3525, 1.1885, -0.4774], [-2.5586, 0.7662, -1.4832], [-3.1079, -2.1316, -1.1233], [-4.4308, -2.2241, -1.5171], [-5.4077, -1.8833, -0.6603], [-4.8076, -2.6700, -2.7688], [-6.0927, -2.7489, -3.1169], [-3.8241, -3.0399, -3.6711], [-4.1649, -3.4698, -4.8851], [-2.4900, -2.9606, -3.3140], [-1.5478, -3.3101, -4.1917], [-2.1502, -2.5087, -2.0488], [-0.8507, -2.4358, -1.7608]], "forces_ev_per_a": [[-0.44, 0.05, 0.02], [-0.03, -0.03, 0.12], [-0.08, 0.06, 0.02], [0.10, 0.05, 0.01], [-0.11, 0.07, -0.08], [0.03, 0.10, -0.31], [0.01, -0.14, 0.08], [-0.06, 0.03, 0.07], [-0.02, -0.01, 0.01], [0.03, 0.02, 0.02], [-0.02, 0.00, -0.01], [0.00, 0.05, 0.05], [0.01, -0.03, 0.01], [0.00, -0.01, 0.03], [0.02, -0.02, 0.02], [0.03, -0.02, -0.01], [0.02, -0.02, 0.02], [0.02, -0.02, -0.05], [0.02, -0.03, -0.02], [0.00, 0.01, -0.03], [-0.01, -0.03, 0.00], [0.03, -0.01, -0.03], [0.00, 0.01, -0.01], [-0.01, 0.01, -0.01], [0.02, -0.01, 0.03], [-0.03, 0.03, -0.03], [0.00, -0.03, 0.02], [0.02, 0.00, -0.06], [-0.07, -0.01, -0.03], [0.02, -0.01, -0.04], [0.03, -0.05, 0.07], [0.06, -0.15, -0.25], [0.05, 0.09, 0.14], [0.09, 0.21, 0.04], [-0.03, -0.08, 0.06], [-0.01, 0.03, 0.02], [-0.05, -0.05, -0.02], [0.00, 0.02, 0.03], [-0.03, 0.00, 0.01], [0.01, -0.02, -0.03], [0.01, 0.02, 0.00], [-0.01, 0.02, 0.06], [0.01, 0.01, 0.00], [0.00, -0.01, 0.02], [0.05, 0.01, 0.04], [0.02, -0.03, 0.02], [-0.03, 0.02, -0.02], [-0.05, 0.01, 0.00], [0.05, -0.05, 0.00], [0.00, -0.01, -0.01], [-0.02, 0.00, -0.03], [0.04, 0.00, -0.01], [0.01, -0.01, -0.01], [0.01, 0.01, -0.01], [0.02, 0.03, 0.01], [0.00, 0.00, -0.02], [0.00, 0.01, 0.00], [0.00, -0.03, 0.01], [-0.19, -0.21, 0.01], [-0.16, 0.30, -0.06], [0.73, -0.48, 0.21], [-0.66, 0.30, -0.21], [0.51, -0.10, 0.06], [0.04, 0.07, 0.06], [-0.14, -0.04, 0.01], [0.10, -0.11, 0.09], [0.00, -0.07, 0.10], [-0.05, 0.04, -0.08], [0.00, 0.01, 0.08], [-0.02, -0.02, -0.14], [-0.08, -0.13, 0.16], [0.08, 0.15, -0.20], [-0.03, -0.09, 0.01], [0.08, 0.13, 0.01], [-0.10, -0.04, -0.13], [0.30, 0.28, 0.29], [0.00, 0.07, -0.05], [-0.12, 0.02, 0.03], [0.10, -0.04, -0.03], [-0.03, 0.06, 0.05], [0.06, -0.05, -0.10], [-0.07, 0.19, 0.01], [0.09, -0.22, -0.01], [-0.01, 0.03, 0.02], [0.02, -0.06, 0.05], [0.01, 0.12, -0.06], [-0.14, -0.12, 0.11], [0.13, -0.07, -0.11], [-0.07, -0.05, -0.08], [0.06, 0.05, 0.03], [-0.05, 0.00, -0.03], [0.07, 0.01, 0.04], [-0.03, -0.06, -0.16], [0.05, 0.06, 0.16], [0.00, -0.02, -0.06], [-0.07, 0.04, 0.08], [-0.06, 0.00, -0.11], [-0.07, 0.04, -0.02]], "gap_ev": [7.85, 5.91], "spin_multiplicity": 3, "e_tot_ha": -6593.3796}



Let's list energy relative to the best compared isomer or geometry (same formula, charge and spin) in order: 312.8, 0.0 kJ/mol.